Density functional theory data (ωB97M-V/def2-TZVPD) for C28H47F3N4O4S2Sb2W as an isolated structure.

Properties
- Kohn-Sham gap (spin up / spin down): 6.21 / 6.41 eV
- Maximum force: 1.0 eV Å⁻¹
- Multiplicity: 3
- Charge: +2
- ⟨S²⟩: 2.021

```
91
C28H47F3N4O4S2Sb2W | the OMol25 dataset | ωB97M-V/def2-TZVPD
W -0.742 0.685 0.311
Sb 1.313 0.992 -1.700
Sb 1.718 0.741 1.991
S -1.845 1.944 -1.666
S 0.330 -1.632 0.500
F -2.086 -0.868 5.102
F -1.865 -1.486 3.033
F -3.637 -0.394 3.653
O -0.785 -1.438 -2.529
O -1.364 1.634 4.381
O -1.439 1.060 2.240
O -2.419 -0.288 0.104
N -0.664 2.913 0.456
N -1.911 -3.040 0.183
N -2.724 3.883 -0.030
N -0.126 -4.162 1.092
C -4.299 1.174 0.755
C 2.586 2.564 2.692
C -3.814 -0.227 0.414
C -0.665 -3.048 0.609
C -2.310 -0.499 3.848
C -2.805 -4.179 0.298
C -1.735 3.007 -0.362
C -0.436 -3.069 -4.208
C -1.925 -2.738 -4.143
C 0.043 -2.568 -2.855
C 6.245 2.102 0.301
C 2.037 2.989 -1.617
C -1.905 -1.395 -3.431
C -0.580 3.691 1.537
C -4.609 -0.777 -0.760
C 3.477 -0.277 1.295
C 6.112 2.145 -1.079
C 5.383 1.314 1.044
C 5.116 1.406 -1.694
C 4.368 0.574 0.438
C 1.364 -0.262 3.824
C 3.154 -0.129 -1.675
C 4.232 0.622 -0.956
C 0.822 0.858 -3.759
C -2.612 4.743 1.002
C -1.616 0.845 3.507
C 1.239 -4.274 1.594
C -1.497 4.704 1.794
H 5.031 1.422 -2.774
H -3.585 3.848 -0.563
H 0.967 -0.168 -4.086
H -4.470 -0.146 -1.639
H -1.386 5.374 2.632
H 3.999 -0.585 2.201
H 2.355 3.230 -0.603
H -2.256 -2.125 -0.115
H -0.699 -4.989 1.122
H -3.640 1.673 1.464
H -2.401 -2.688 -5.120
H -4.303 -1.792 -1.016
H 0.235 3.475 2.212
H 1.928 3.018 3.434
H 2.324 -0.522 4.269
H 1.961 -4.063 0.806
H -4.393 1.761 -0.162
H 0.040 -2.507 -5.014
H 1.089 -2.248 -2.852
H -2.804 -1.195 -2.851
H -2.455 -3.481 -3.543
H -3.779 -3.898 -0.089
H -3.445 5.413 1.165
H 7.030 2.660 0.793
H 1.387 -5.291 1.942
H 3.407 -0.251 -2.728
H -1.761 -0.575 -4.143
H -0.229 -4.125 -4.362
H -0.211 1.149 -3.924
H -0.081 -3.335 -2.083
H -5.291 1.111 1.203
H 6.792 2.738 -1.674
H -2.439 -5.025 -0.289
H 0.821 0.390 4.503
H 2.785 3.251 1.872
H 3.125 -1.177 0.797
H 5.516 1.245 2.117
H 1.236 3.661 -1.925
H -5.671 -0.799 -0.512
H 1.401 -3.587 2.423
H -3.970 -0.867 1.289
H 0.798 -1.172 3.632
H 2.947 -1.115 -1.263
H 1.482 1.522 -4.315
H 2.886 3.105 -2.287
H 3.529 2.327 3.181
H -2.928 -4.485 1.340
```